# 1
Below is a cluster of 2 separate species, C5H6F2O in total at a distorted geometry, with properties calculated with the ωB97M-V functional and the def2-TZVPD basis.

Summary:
ΔE to the lowest compared entry with this formula, charge and spin	78.0	kcal/mol
frontier orbital gap (spin up / spin down)	6.260 / 7.236	eV
highest occupied orbital energy (spin up / spin down)	-5.7 / -10.5	eV
lowest unoccupied orbital energy (spin up / spin down)	0.59 / -3.27	eV
2S+1	3
expectation value of S²	2.008
energy	-12755.782	eV

```
14
Properties=species:S:1:pos:R:3:forces:R:3
C -1.048 -0.988 1.733 -1.589 -1.531 3.562
C -0.714 -0.505 0.677 0.503 1.003 -4.237
C -1.373 -1.579 2.949 0.138 -2.503 0.981
C 1.773 1.339 -2.281 1.699 1.737 0.726
C -0.011 0.513 -1.048 1.145 -0.148 -0.157
O 1.226 0.989 -1.020 0.993 -1.097 0.037
F -0.289 -0.385 -2.049 0.172 0.685 0.278
F -0.843 1.530 -1.095 -1.807 0.908 -0.681
H -2.257 -1.302 3.444 -1.392 0.974 0.213
H -1.596 -2.716 2.758 1.137 1.717 0.408
H -0.558 -1.344 3.629 0.293 -0.885 0.362
H 2.306 0.508 -2.771 0.064 0.459 0.433
H 2.395 2.278 -2.024 -0.450 -1.747 -0.879
H 0.988 1.662 -2.904 -0.906 0.428 -1.047
```
Positions in Å, forces in eV/Å.

Löwdin atomic charge list, values in e, 2 entries: -0.0878 0.2138



# 2
Below is an isolated molecule of C5H6F4O2S at a distorted geometry, with properties calculated with the ωB97M-V functional and the def2-TZVPD basis.

Summary:
ΔE to the lowest compared entry with this formula, charge and spin	70.9	kcal/mol
frontier orbital gap (spin up / spin down)	8.025 / 9.208	eV
highest occupied orbital energy (spin up / spin down)	-8.7 / -9.4	eV
lowest unoccupied orbital energy (spin up / spin down)	-0.69 / -0.23	eV
energy	-31076.942	eV

```
18
Properties=species:S:1:pos:R:3:forces:R:3
C -0.026 -0.883 -0.563 1.298 -2.720 -1.260
C -0.442 0.918 0.989 1.285 0.258 0.170
C -0.814 0.330 -0.289 -1.406 2.564 -0.795
C 2.253 0.674 0.237 -2.408 -1.372 0.301
C -2.320 0.116 -0.448 -0.014 0.201 -2.141
O 1.153 -1.211 1.786 0.732 -0.248 -1.746
O 2.417 -1.921 -0.235 1.827 -2.466 -1.708
F -0.660 2.158 1.341 -0.855 0.886 -0.526
F -0.445 1.373 -1.316 -0.277 -1.502 1.153
F 2.542 0.896 -1.019 0.627 0.502 -0.391
F 3.206 0.928 1.085 0.515 0.174 0.041
S 1.537 -1.040 0.379 -2.219 2.841 3.238
H -0.488 -1.967 -0.427 0.627 2.484 -0.111
H 0.228 -0.746 -1.638 0.164 -0.581 0.595
H -0.129 0.330 1.794 0.161 -0.783 0.979
H -2.630 0.114 -1.549 0.571 0.790 1.282
H -2.873 0.853 0.145 -0.124 -0.515 -0.288
H -2.509 -0.921 -0.274 -0.506 -0.512 1.208
```
Positions in Å, forces in eV/Å.

Löwdin atomic charge list, values in e, 2 entries: -0.1591 -0.0886



# 3
Below is an isolated molecule of C5H6FN5 at a distorted geometry, with properties calculated with the ωB97M-V functional and the def2-TZVPD basis.

Summary:
ΔE to the lowest compared entry with this formula, charge and spin	0.0	kcal/mol
structure (SMILES)	C=Nc1nc(N)nn1C(=C)F
frontier orbital gap (spin up / spin down)	8.109 / 8.109	eV
highest occupied orbital energy (spin up / spin down)	-8.0 / -8.0	eV
lowest unoccupied orbital energy (spin up / spin down)	0.07 / 0.07	eV
energy	-15447.579	eV

```
17
Properties=species:S:1:pos:R:3:forces:R:3
C -2.985 -0.633 -0.438 0.166 0.768 -0.631
N -2.008 0.047 -0.880 -4.043 -0.181 -0.966
C -0.820 0.312 -0.382 1.775 -1.557 0.983
N -0.445 1.526 -0.120 0.706 0.483 -0.748
C 0.889 1.382 0.036 1.750 -2.056 1.370
N 1.704 2.422 0.361 -1.695 -0.767 -0.345
N 1.363 0.106 0.006 -0.082 1.826 0.216
N 0.217 -0.608 -0.198 -1.873 2.285 -0.832
C 0.191 -1.959 -0.201 2.763 -4.812 0.581
C 1.314 -2.784 0.157 -6.171 3.755 -1.949
F -1.048 -2.526 -0.616 2.636 1.158 0.933
H -4.013 -0.497 -0.932 1.708 -0.628 0.662
H -2.807 -1.300 0.408 -0.685 0.060 0.162
H 1.345 3.309 0.146 -0.129 1.177 -0.135
H 2.644 2.287 0.574 1.372 -0.255 0.152
H 1.123 -3.796 0.091 0.094 -1.952 0.002
H 2.188 -2.292 0.391 1.707 0.696 0.545
```
Positions in Å, forces in eV/Å.

Löwdin atomic charge list, values in e, 2 entries: 0.0308 0.0785



# 4
Below is a cluster of 4 separate species, C5H6FNS in total at a distorted geometry, with properties calculated with the ωB97M-V functional and the def2-TZVPD basis.

Summary:
ΔE to the lowest compared entry with this formula, charge and spin	173.0	kcal/mol
frontier orbital gap	9.191	eV
highest occupied orbital energy	-9.5	eV
lowest unoccupied orbital energy	-0.28	eV
energy	-20316.721	eV

```
14
Properties=species:S:1:pos:R:3:forces:R:3
C -1.640 -1.878 0.085 -1.015 -2.162 0.948
C -1.319 -0.396 0.020 -1.979 -1.725 -0.844
C -0.258 0.334 0.290 -0.715 1.526 -1.427
C 0.953 -0.329 0.739 -0.481 -1.831 2.219
C -0.325 1.778 0.039 5.785 7.645 0.870
H -1.335 -2.383 1.563 -0.946 1.309 -4.578
H -0.899 -2.732 -0.936 -2.519 2.759 3.416
H -3.183 -1.756 -0.113 4.921 -1.058 0.603
H 1.369 0.262 1.574 -0.323 -0.709 0.054
H 0.481 -1.375 1.019 1.590 1.934 0.287
H 1.954 0.280 -1.489 0.977 -2.258 2.660
N 0.237 2.915 0.055 -4.864 -8.484 -0.382
F -2.419 0.219 -0.454 0.063 0.716 -0.017
S 2.329 -0.732 -0.310 -0.494 2.337 -3.809
```
Positions in Å, forces in eV/Å.

Löwdin atomic charge list, values in e, 2 entries: -0.0854 -0.4374



# 5
Below is a structure of composition C5H6INO3S at a distorted geometry, with properties calculated with the ωB97M-V functional and the def2-TZVPD basis.

Summary:
ΔE to the lowest compared entry with this formula, charge and spin	12.9	kcal/mol
frontier orbital gap	8.897	eV
highest occupied orbital energy	-9.1	eV
lowest unoccupied orbital energy	-0.23	eV
energy	-31846.596	eV

```
17
Properties=species:S:1:pos:R:3:forces:R:3
C 1.698 -0.230 0.829 3.450 1.093 1.567
C -0.889 -0.494 1.051 0.606 -0.130 -2.319
C 0.470 -0.859 0.329 -2.918 -1.839 -0.603
C 1.607 0.867 -0.230 -0.135 -1.105 0.106
C 0.454 0.214 -0.831 -0.216 -0.360 1.277
N -0.799 0.829 -1.145 0.680 -0.334 -0.386
O -2.849 1.121 0.179 -1.492 0.925 0.790
O -2.510 -1.067 -0.949 -0.254 0.046 0.243
O 1.644 0.220 -1.538 -0.299 0.217 -0.195
S -2.011 0.076 -0.240 1.832 -1.090 -0.888
I -1.254 0.944 -3.091 -0.168 0.213 -1.032
H 1.764 0.163 1.880 -0.423 -0.443 -0.912
H 2.618 -0.850 0.669 -0.773 0.390 0.230
H -1.532 -1.205 1.482 -0.090 -1.504 0.966
H -0.818 0.344 1.661 0.432 1.411 1.359
H 0.597 -1.969 0.125 -0.640 1.396 -0.139
H 1.808 1.895 -0.183 0.408 1.114 -0.064
```
Positions in Å, forces in eV/Å.

Löwdin atomic charge list, values in e, 2 entries: -0.1014 -0.1202



# 6
Below is a structure of composition C5H6Li2O4 at a distorted geometry, with properties calculated with the ωB97M-V functional and the def2-TZVPD basis.

Summary:
total charge	+1
ΔE to the lowest compared entry with this formula, charge and spin	0.6	kcal/mol
frontier orbital gap (spin up / spin down)	7.686 / 7.973	eV
highest occupied orbital energy (spin up / spin down)	-12.0 / -12.7	eV
lowest unoccupied orbital energy (spin up / spin down)	-4.28 / -4.75	eV
2S+1	2
expectation value of S²	0.754
energy	-13876.842	eV

```
17
Properties=species:S:1:pos:R:3:forces:R:3
O -2.838 1.865 -0.566 0.627 0.000 -0.424
C -1.666 1.525 -0.385 -1.465 0.217 0.648
O -0.689 2.032 -1.019 1.163 0.373 -0.872
O -1.415 0.585 0.549 0.132 -0.266 0.109
C -0.170 0.526 1.128 0.287 0.537 -0.517
C 0.220 -0.750 1.694 1.024 -2.474 -0.087
Li -2.137 3.093 -1.970 -0.199 -0.337 0.448
H 0.218 1.474 1.515 -0.148 -0.239 -0.166
H -0.667 -1.290 2.072 0.254 0.184 -0.233
H 0.878 -0.581 2.556 -0.056 -0.098 -0.282
Li 1.047 1.428 -1.072 -0.292 -0.001 0.242
C 1.041 -1.853 0.666 -1.177 2.463 0.087
C 1.183 -3.216 1.237 0.555 -0.974 1.178
O 2.149 -3.595 1.866 -0.856 0.532 -0.705
H 2.018 -1.426 0.410 -0.103 -0.118 0.284
H 0.319 -3.900 1.075 0.190 0.162 0.039
H 0.441 -1.921 -0.255 0.064 0.038 0.252
```
Positions in Å, forces in eV/Å.

Löwdin atomic charge list, values in e, 2 entries: 0.0199 -0.7610



# 7
Below is the ion C5H6N with charge +1 at a distorted geometry, with properties calculated with the ωB97M-V functional and the def2-TZVPD basis.

Summary:
total charge	+1
ΔE to the lowest compared entry with this formula, charge and spin	151.8	kcal/mol
frontier orbital gap	9.666	eV
highest occupied orbital energy	-14.6	eV
lowest unoccupied orbital energy	-4.92	eV
energy	-6758.597	eV

```
12
Properties=species:S:1:pos:R:3:forces:R:3
C 1.857 0.384 -0.621 -1.693 0.999 1.634
C 0.834 0.993 -0.041 -2.452 -2.439 0.548
C -1.835 -0.269 0.108 -2.153 -0.101 -0.789
C -1.718 0.826 0.981 0.151 0.552 -0.059
C -0.444 0.389 0.549 2.582 0.862 -0.767
N -0.700 -1.070 0.410 1.730 -3.104 0.813
H 2.507 1.115 -0.992 1.606 0.034 -0.870
H 2.002 -0.629 -0.440 0.719 -1.725 -0.592
H 0.805 2.007 -0.042 -0.368 2.950 -0.019
H -2.448 -0.469 -0.831 0.798 0.239 1.410
H -0.478 -1.632 1.311 -1.393 1.215 -1.509
H -0.383 -1.644 -0.393 0.473 0.518 0.199
```
Positions in Å, forces in eV/Å.

Löwdin atomic charge list, values in e, 2 entries: 0.1085 -0.0524



# 8
Below is a structure of composition C5H6N at a distorted geometry, with properties calculated with the ωB97M-V functional and the def2-TZVPD basis.

Summary:
total charge	+1
ΔE to the lowest compared entry with this formula, charge and spin	101.7	kcal/mol
frontier orbital gap	10.654	eV
highest occupied orbital energy	-16.5	eV
lowest unoccupied orbital energy	-5.81	eV
energy	-6760.766	eV

```
12
Properties=species:S:1:pos:R:3:forces:R:3
C -0.497 -0.158 -1.616 2.788 0.589 -1.652
C -1.585 -0.565 -0.936 -1.806 -0.394 1.425
C -1.055 -0.046 0.212 -0.543 -0.308 -1.045
C 0.378 0.563 -0.145 -2.884 1.839 3.019
C 1.306 -0.067 0.841 0.485 1.356 -0.319
N 0.604 0.334 -1.607 -0.422 -0.538 -1.024
H -2.491 -1.093 -1.204 0.204 0.127 0.068
H -1.584 -0.157 1.163 0.652 0.418 0.018
H 0.220 1.696 -0.009 0.564 -1.574 -0.393
H 1.201 -1.097 0.940 -0.225 -1.781 0.063
H 1.223 0.413 1.800 -0.663 0.191 0.458
H 2.280 0.176 0.560 1.849 0.075 -0.618
```
Positions in Å, forces in eV/Å.

Löwdin atomic charge list, values in e, 2 entries: 0.0276 0.0758